(1)
# C41H48FN4NaO6

A molecular structure, C41H48FN4NaO6 (ωB97M-V/def2-TZVPD, the OMol25 dataset).

```
101
Properties=species:S:1:pos:R:3:lowdin_charge:R:1
Na 0.63555 0.79985 -1.83586 0.320
C 2.80584 -1.04354 4.90643 -0.070
C 3.85597 -0.18609 4.19949 -0.563
C 5.18240 -0.96084 4.19611 -0.056
C 4.03402 1.10950 5.00395 -0.054
C 3.44561 0.15306 2.76839 -0.182
C 2.27667 -0.25828 2.21289 0.017
C 1.94570 0.03661 0.85456 -0.157
N 0.84262 -0.39643 0.22230 0.164
C -0.29478 -0.74700 0.79624 -0.163
C -0.73573 -0.28326 2.08672 0.024
C -1.92218 -0.66213 2.60790 -0.169
C -2.72390 -1.61452 1.86838 0.024
C -2.43349 -2.07352 0.63154 -0.085
C -1.20272 -1.58276 -0.03292 -0.309
O -0.94037 -1.85488 -1.19897 0.045
C -3.33077 -3.05685 -0.11583 -0.537
C -2.51929 -4.31923 -0.45533 -0.045
C -4.54215 -3.48560 0.71423 -0.077
C -3.85457 -2.41931 -1.41077 -0.036
C -2.48106 -0.10430 3.91156 -0.561
C -1.54413 0.92809 4.53861 -0.066
C -3.83386 0.57315 3.64141 -0.045
C -2.67856 -1.24899 4.91634 -0.054
C 2.90808 0.73291 -0.00728 -0.281
O 2.66532 0.92399 -1.20990 -0.031
C 4.13464 1.21686 0.63805 -0.080
C 4.34043 0.92320 1.95155 0.014
C 5.14576 1.99596 -0.20211 -0.541
C 4.47781 3.24374 -0.80241 -0.039
C 6.34989 2.46121 0.62014 -0.083
C 5.66506 1.09799 -1.33833 -0.042
H 3.13585 -1.26112 5.92608 0.079
H 2.65152 -1.99396 4.38939 0.088
H 1.84302 -0.52843 4.96505 0.073
H 5.47031 -1.23265 5.21711 0.076
H 5.99227 -0.36927 3.76288 0.073
H 5.08548 -1.87642 3.60711 0.089
H 4.33532 0.88458 6.03276 0.077
H 3.09665 1.67103 5.03125 0.088
H 4.79686 1.75409 4.56096 0.074
H 1.59836 -0.89137 2.76403 0.096
H -0.13306 0.47151 2.56844 0.103
H -3.64538 -1.94262 2.33237 0.088
H -2.15120 -4.79501 0.45896 0.084
H -1.66889 -4.06961 -1.08834 0.078
H -3.15371 -5.03676 -0.98576 0.079
H -4.24835 -3.98587 1.64271 0.082
H -5.13704 -4.19078 0.12774 0.080
H -5.18288 -2.63468 0.96174 0.084
H -3.03519 -2.09422 -2.04974 0.078
H -4.48584 -1.55740 -1.17696 0.084
H -4.46116 -3.14719 -1.95896 0.085
H -1.36386 1.76555 3.86098 0.091
H -0.57845 0.48560 4.80121 0.073
H -1.99540 1.32228 5.45319 0.080
H -3.71730 1.38730 2.92198 0.094
H -4.24493 0.98405 4.56932 0.078
H -4.56302 -0.12871 3.23018 0.076
H -1.72534 -1.74264 5.12503 0.085
H -3.37238 -2.00304 4.53636 0.074
H -3.08318 -0.86273 5.85787 0.078
H 5.25579 1.27089 2.41590 0.086
H 4.13830 3.91396 -0.00663 0.088
H 3.62118 2.97341 -1.41680 0.082
H 5.19986 3.78553 -1.42174 0.079
H 6.04752 3.09976 1.45552 0.081
H 7.01204 3.04423 -0.02553 0.078
H 6.92718 1.61987 1.01565 0.079
H 4.84299 0.76140 -1.96858 0.081
H 6.17631 0.22235 -0.92600 0.084
H 6.37745 1.65356 -1.95712 0.079
N 1.09965 0.24591 -9.83200 0.088
C 0.96051 0.30504 -8.68725 -0.226
C 0.79735 0.37997 -7.25761 -0.288
C 1.36318 -0.59531 -6.43267 -0.092
C 1.20509 -0.50340 -5.05586 -0.163
C 0.50130 0.53528 -4.39664 -0.093
C -0.04967 1.49051 -5.28891 -0.161
C 0.08182 1.42801 -6.67224 -0.077
H 1.91642 -1.41234 -6.88881 0.093
H 1.66436 -1.29180 -4.45710 0.067
H -0.61168 2.32962 -4.87865 0.068
H -0.36383 2.18245 -7.31500 0.098
F -3.52708 -0.07522 -6.05368 0.082
C -4.05821 0.29629 -4.88013 -0.186
C -3.28473 0.64264 -3.84465 0.074
N -3.81045 1.00611 -2.62315 0.024
C -2.89735 1.37946 -1.53640 -0.026
C -1.81933 2.38711 -1.99133 -0.682
O -2.13667 3.14264 -2.92050 -0.010
O -0.74473 2.31072 -1.33551 -0.081
C -5.16260 1.06424 -2.41711 -0.484
O -5.69630 1.36815 -1.36011 0.041
N -5.92153 0.72464 -3.52357 0.207
C -5.49673 0.31143 -4.78418 -0.413
O -6.30324 0.01484 -5.64875 0.053
H -2.19914 0.63776 -3.93310 0.131
H -2.41957 0.48610 -1.13473 0.110
H -3.50020 1.83462 -0.75721 0.123
H -6.91813 0.74946 -3.37981 0.155
```

Output
energy above the lowest of the compared OMol25 structures with the same formula, charge and spin: 54.2 kcal/mol
electronic energy: -68679.487 eV
orbital gap (spin up / spin down): 0.18905 / 0.18722 hartree
total charge: -2
HOMO (spin up / spin down): -1.84 / -1.84 eV
E_LUMO (spin up / spin down): 3.31 / 3.26 eV


(2)
# C41H49BHgO2P2

A molecular structure, C41H49BHgO2P2 (ωB97M-V/def2-TZVPD, the OMol25 dataset).

```
96
Properties=species:S:1:pos:R:3:lowdin_charge:R:1
Hg 1.50083 -1.48702 0.52611 1.078
C -2.41858 0.13876 0.71196 -0.121
C -2.46831 -0.15302 -0.59531 -0.113
C -2.84335 0.75984 -1.71944 -0.199
C -1.65002 1.47350 -2.40321 -0.190
C -0.70314 2.19677 -1.51272 -0.117
C -0.91581 2.64062 -0.26745 -0.111
C -2.20400 2.70375 0.46856 -0.196
C -2.56826 1.47328 1.35619 -0.179
C 2.90278 -0.07068 -0.34410 -0.338
H -2.21839 -0.66269 1.43015 0.098
H -2.21338 -1.17275 -0.91004 0.102
H -3.58959 1.48923 -1.38700 0.100
H -3.30414 0.11798 -2.49265 0.107
H -1.09064 0.72203 -2.97850 0.094
H -2.07443 2.18712 -3.12192 0.116
H 0.24800 2.43625 -1.99210 0.101
H -0.09048 3.10917 0.27600 0.105
H -3.03782 2.90809 -0.21042 0.099
H -2.12918 3.53252 1.19081 0.110
H -1.93589 1.46378 2.27223 0.095
H -3.60697 1.62643 1.71669 0.120
H 3.80078 -0.07295 0.31187 -0.037
H 2.37639 0.90308 -0.36985 -0.037
H 3.17947 -0.38582 -1.35441 -0.071
P 0.13412 -2.30515 -9.43592 1.005
P 2.09060 0.39992 -9.69171 1.000
C -0.43951 -0.72019 -10.09355 -0.332
C 0.33588 0.39657 -10.11160 -0.357
C -0.75920 -3.48454 -10.53363 -0.406
C -1.94420 -3.17254 -11.21774 -0.101
C -2.57208 -4.12933 -12.01345 -0.087
C -2.02776 -5.41243 -12.13249 -0.086
C -0.83290 -5.72949 -11.46262 -0.087
C -0.19558 -4.76489 -10.68718 -0.116
C -0.85301 -2.42996 -7.87063 -0.362
C -0.48025 -1.57764 -6.81324 -0.106
C -1.21243 -1.57306 -5.62615 -0.085
C -2.33286 -2.41018 -5.49521 -0.092
C -2.68554 -3.28405 -6.53095 -0.087
C -1.91937 -3.32311 -7.69655 -0.090
C 2.73702 1.19580 -11.25427 -0.362
C 2.71061 0.40773 -12.41732 -0.115
C 3.07455 0.95171 -13.64998 -0.089
C 3.46926 2.29724 -13.72527 -0.096
C 3.52641 3.07840 -12.56854 -0.089
C 3.19884 2.51885 -11.32915 -0.086
C 2.16154 1.82189 -8.52885 -0.414
C 3.28528 1.89867 -7.68141 -0.115
C 3.43954 2.97917 -6.82140 -0.090
C 2.46506 3.98868 -6.78098 -0.085
C 1.33154 3.89905 -7.60255 -0.083
C 1.16789 2.80276 -8.44719 -0.101
H -1.47766 -0.66114 -10.44313 0.059
H -0.06433 1.34482 -10.50239 0.074
H -2.39329 -2.18404 -11.12720 0.087
H -3.49492 -3.86746 -12.53821 0.105
H -2.52225 -6.16231 -12.74818 0.100
H -0.40297 -6.72887 -11.55164 0.103
H 0.74788 -4.99553 -10.17965 0.100
H 0.39017 -0.92695 -6.92454 0.096
H -0.91321 -0.92221 -4.79917 0.089
H -2.92964 -2.37709 -4.58200 0.097
H -3.55720 -3.93805 -6.43134 0.104
H -2.15766 -4.04790 -8.47797 0.099
H 2.39338 -0.63543 -12.35432 0.100
H 3.04974 0.33348 -14.54893 0.102
H 3.72738 2.73214 -14.69305 0.100
H 3.82487 4.12987 -12.62437 0.104
H 3.28558 3.12119 -10.42423 0.098
H 4.03535 1.10190 -7.71580 0.101
H 4.32216 3.04164 -6.17753 0.105
H 2.58511 4.83610 -6.10946 0.099
H 0.57380 4.68403 -7.58470 0.103
H 0.26236 2.72185 -9.05296 0.090
C -0.56625 0.78455 4.89748 -0.021
C 0.74262 0.27554 4.29855 -0.480
C 1.85185 1.09153 4.93867 -0.010
O 0.77546 0.50419 2.88530 0.074
B 0.70157 -0.76643 2.36111 -0.807
O 0.25533 -1.75416 3.20511 0.027
C 0.89498 -1.29644 4.39613 -0.509
C 2.38248 -1.71513 4.39852 -0.017
C 0.18862 -2.01215 5.51439 -0.011
H -1.46456 0.34015 4.45095 0.095
H -0.62605 1.86797 4.74934 0.091
H -0.57337 0.62432 5.98595 0.095
H 1.61173 2.15817 4.83085 0.097
H 1.88544 0.87238 6.01060 0.098
H 2.83501 0.87273 4.50489 0.089
H 2.80563 -1.61118 5.40838 0.096
H 2.45690 -2.76793 4.09805 0.100
H 3.01279 -1.14238 3.69257 0.091
H -0.86235 -1.71179 5.59020 0.090
H 0.26443 -3.08797 5.31896 0.102
H 0.69986 -1.80097 6.45049 0.090
```

Output
energy above the lowest of the compared OMol25 structures with the same formula, charge and spin: 28.7 kcal/mol
electronic energy: -70833.416 eV
orbital gap: 0.25447 hartree
HOMO: -7.10 eV
E_LUMO: -0.18 eV